No. 1
{"formula": "C25H33BrMnN5O4PTe", "method": "the ωB97M-V functional and the def2-TZVPD basis", "homo_energy_ev": [-12.038, -11.950], "charge": 2, "s2": 3.90, "multiplicity": 4, "symbols": ["Mn", "Br", "C", "C", "C", "C", "C", "C", "N", "N", "C", "C", "C", "C", "O", "C", "N", "C", "C", "C", "C", "H", "H", "H", "H", "H", "H", "H", "H", "H", "C", "C", "O", "P", "O", "Te", "O", "C", "C", "H", "H", "H", "H", "H", "H", "H", "H", "H", "H", "C", "C", "N", "C", "C", "C", "C", "N", "H", "H", "H", "H", "H", "H", "H", "H", "H", "H", "H", "H", "H", "H"], "positions_angstrom": [[-0.475, -1.189, 0.292], [7.279, 3.896, 2.342], [6.219, 3.743, 0.790], [6.827, 3.598, -0.457], [6.046, 3.522, -1.593], [4.651, 3.546, -1.470], [4.046, 3.678, -0.218], [4.831, 3.794, 0.906], [3.918, 3.573, -2.647], [2.723, 3.415, -2.789], [1.758, 2.670, -2.214], [0.464, 3.201, -2.123], [-0.551, 2.521, -1.470], [-0.325, 1.230, -0.984], [-1.195, 0.468, -0.386], [0.957, 0.628, -1.188], [1.055, -0.657, -0.744], [2.217, -1.272, -0.863], [3.331, -0.650, -1.432], [3.235, 0.631, -1.925], [2.022, 1.320, -1.784], [7.902, 3.578, -0.526], [6.504, 3.444, -2.576], [2.967, 3.749, -0.129], [4.373, 3.945, 1.878], [0.288, 4.199, -2.514], [-1.524, 2.972, -1.338], [2.279, -2.287, -0.506], [4.265, -1.198, -1.496], [4.091, 1.083, -2.416], [-3.721, -0.371, 4.904], [-2.269, -0.691, 4.642], [-1.561, 0.436, 4.060], [-1.380, 0.584, 2.508], [-0.794, -0.735, 2.000], [-3.306, 1.212, 1.225], [-0.308, 1.717, 2.330], [0.758, 2.016, 3.278], [0.303, 3.008, 4.323], [-4.187, -1.233, 5.395], [-4.269, -0.170, 3.981], [-3.818, 0.491, 5.563], [-2.161, -1.548, 3.980], [-1.738, -0.906, 5.556], [1.544, 2.430, 2.655], [1.118, 1.092, 3.731], [-0.155, 3.879, 3.853], [1.172, 3.340, 4.902], [-0.412, 2.556, 5.008], [-3.441, -4.504, 0.014], [-2.615, -4.911, -1.206], [-2.492, -3.848, -2.202], [-3.316, -3.993, -3.405], [-4.755, -3.577, -3.152], [-1.819, -2.737, -1.945], [-1.816, -1.606, -2.919], [-1.102, -2.586, -0.851], [-3.395, -5.300, 0.761], [-4.485, -4.349, -0.254], [-3.075, -3.589, 0.475], [-3.074, -5.764, -1.697], [-1.616, -5.243, -0.913], [-3.263, -5.033, -3.700], [-2.878, -3.413, -4.207], [-5.272, -4.292, -2.503], [-5.298, -3.539, -4.099], [-4.803, -2.586, -2.688], [-1.310, -1.901, -3.842], [-1.290, -0.771, -2.482], [-2.828, -1.287, -3.177], [-1.051, -3.430, -0.321]]}



No. 2
{"formula": "C41H36N3O25", "method": "the ωB97M-V functional and the def2-TZVPD basis", "homo_energy_ev": -11.516, "charge": 1, "multiplicity": 1, "symbols": ["C", "C", "O", "N", "C", "N", "C", "C", "N", "H", "H", "H", "H", "H", "H", "H", "H", "H", "H", "H", "H", "C", "C", "C", "O", "C", "C", "C", "O", "O", "O", "H", "H", "H", "H", "C", "C", "C", "O", "C", "C", "C", "O", "O", "O", "H", "H", "H", "H", "C", "C", "C", "O", "C", "C", "C", "O", "O", "O", "H", "H", "H", "H", "C", "C", "C", "O", "C", "C", "C", "O", "O", "O", "H", "H", "H", "H", "C", "C", "C", "O", "C", "C", "C", "O", "O", "O", "H", "H", "H", "H", "C", "C", "C", "O", "C", "C", "C", "O", "O", "O", "H", "H", "H", "H"], "positions_angstrom": [[-1.994, 3.389, -1.126], [-2.782, 2.158, -0.741], [-2.038, 0.896, -0.810], [-0.741, 1.002, -0.423], [-0.363, 0.814, 0.813], [0.981, 1.034, 1.171], [0.671, 1.817, 2.433], [-0.388, 0.925, 3.062], [-1.180, 0.543, 1.835], [-1.355, 3.774, -0.325], [-2.727, 4.160, -1.374], [-1.400, 3.227, -2.032], [-3.592, 1.975, -1.448], [-3.214, 2.244, 0.265], [-0.064, 1.164, -1.161], [1.360, 0.130, 1.477], [0.200, 2.760, 2.134], [1.589, 2.011, 2.989], [0.062, 0.017, 3.476], [-1.028, 1.366, 3.827], [-2.135, 0.863, 1.736], [6.186, 3.717, 4.808], [5.837, 3.438, 6.077], [4.719, 2.461, 6.423], [4.502, 2.297, 7.609], [4.001, 1.814, 5.350], [4.364, 2.086, 4.090], [5.483, 3.056, 3.742], [5.718, 3.201, 2.553], [3.779, 1.508, 3.046], [6.408, 3.969, 7.138], [6.980, 4.408, 4.560], [3.188, 1.137, 5.571], [4.161, 1.892, 2.225], [5.961, 3.584, 7.920], [1.019, -3.938, 6.278], [1.243, -2.616, 6.255], [1.688, -1.885, 4.997], [1.822, -0.671, 5.100], [1.913, -2.624, 3.788], [1.696, -3.953, 3.809], [1.223, -4.687, 5.062], [1.052, -5.883, 4.927], [1.857, -4.749, 2.776], [1.094, -1.821, 7.300], [0.698, -4.463, 7.166], [2.254, -2.099, 2.907], [1.627, -5.651, 3.088], [1.341, -0.922, 7.010], [-7.849, 4.031, -3.523], [-6.578, 4.239, -3.153], [-5.454, 3.301, -3.549], [-4.334, 3.584, -3.135], [-5.733, 2.150, -4.356], [-7.006, 1.935, -4.736], [-8.143, 2.873, -4.338], [-9.244, 2.566, -4.751], [-7.407, 0.921, -5.471], [-6.173, 5.262, -2.414], [-8.658, 4.691, -3.246], [-4.917, 1.490, -4.619], [-8.374, 1.034, -5.591], [-5.203, 5.175, -2.341], [0.441, -2.093, -1.440], [0.042, -2.822, -2.497], [0.988, -3.790, -3.206], [0.496, -4.397, -4.138], [2.349, -3.909, -2.744], [2.740, -3.165, -1.697], [1.796, -2.216, -0.985], [2.266, -1.581, -0.047], [3.962, -3.174, -1.193], [-1.159, -2.793, -3.030], [-0.209, -1.425, -0.896], [3.015, -4.588, -3.258], [3.966, -2.549, -0.442], [-1.133, -3.437, -3.773], [3.340, 1.059, -1.414], [3.888, 0.559, -2.531], [5.330, 0.851, -2.928], [5.693, 0.326, -3.965], [6.133, 1.679, -2.068], [5.592, 2.161, -0.933], [4.151, 1.879, -0.550], [3.759, 2.351, 0.504], [6.259, 2.894, -0.065], [3.265, -0.240, -3.379], [2.336, 0.833, -1.089], [7.159, 1.876, -2.346], [5.707, 3.091, 0.719], [3.923, -0.439, -4.082], [-4.205, -4.014, -2.120], [-4.098, -2.704, -2.381], [-4.372, -2.115, -3.752], [-4.254, -0.904, -3.854], [-4.747, -2.994, -4.829], [-4.856, -4.310, -4.576], [-4.595, -4.899, -3.194], [-4.732, -6.103, -3.095], [-5.193, -5.214, -5.471], [-3.748, -1.796, -1.480], [-4.015, -4.435, -1.143], [-4.936, -2.568, -5.804], [-5.200, -6.077, -5.008], [-3.746, -0.937, -1.948]]}



No. 3
{"formula": "C28H34AsN3O5S4Tc", "method": "the ωB97M-V functional and the def2-TZVPD basis", "homo_energy_ev": [-10.609, -10.609], "charge": 1, "multiplicity": 1, "symbols": ["Tc", "C", "C", "C", "C", "C", "C", "C", "C", "C", "C", "C", "C", "C", "C", "C", "C", "C", "H", "H", "H", "H", "H", "H", "H", "H", "H", "H", "H", "H", "H", "H", "H", "H", "H", "H", "H", "H", "H", "H", "H", "H", "H", "H", "H", "H", "H", "S", "As", "S", "S", "S", "O", "C", "O", "C", "C", "C", "C", "O", "C", "O", "C", "C", "H", "H", "H", "H", "H", "O", "N", "C", "C", "N", "C", "N"], "positions_angstrom": [[-0.915, 0.159, -0.502], [-0.512, -0.943, -2.425], [0.651, -0.110, -2.413], [1.324, -0.375, -1.166], [0.589, -1.412, -0.521], [-0.511, -1.839, -1.340], [-1.387, -3.069, -1.158], [-2.345, -2.952, 0.036], [-2.203, -3.300, -2.430], [-0.433, -4.251, -0.928], [2.643, 0.148, -0.582], [2.657, 1.672, -0.389], [2.911, -0.493, 0.786], [3.787, -0.296, -1.505], [1.016, 0.603, -3.719], [1.825, -0.477, -4.472], [-0.236, 0.892, -4.570], [1.855, 1.880, -3.648], [-1.203, -0.994, -3.250], [0.893, -1.914, 0.381], [-3.093, -2.172, -0.133], [-1.828, -2.732, 0.963], [-2.876, -3.894, 0.159], [-2.908, -2.488, -2.610], [-2.782, -4.216, -2.323], [-1.569, -3.412, -3.311], [0.065, -4.178, 0.038], [0.328, -4.319, -1.705], [-1.006, -5.176, -0.936], [1.926, 1.973, 0.353], [2.445, 2.220, -1.299], [3.646, 1.967, -0.040], [2.123, -0.287, 1.507], [3.831, -0.071, 1.186], [3.052, -1.572, 0.718], [3.802, 0.230, -2.454], [3.738, -1.366, -1.710], [4.734, -0.098, -1.005], [1.263, -1.406, -4.568], [2.771, -0.699, -3.986], [2.034, -0.106, -5.475], [-0.663, -0.019, -4.990], [0.062, 1.515, -5.412], [-1.018, 1.424, -4.035], [2.813, 1.737, -3.164], [1.329, 2.690, -3.152], [2.059, 2.191, -4.672], [-4.027, 3.878, -1.787], [-3.033, 4.546, 0.035], [-0.896, 3.694, -0.192], [-0.843, 2.260, -1.614], [-3.157, 5.817, -1.790], [-0.956, -0.853, 1.806], [-0.312, 0.165, 2.040], [-0.038, 0.957, 1.007], [0.187, 0.572, 3.348], [1.065, 1.647, 3.472], [1.546, 2.043, 4.721], [1.094, 1.329, 5.805], [1.404, 1.522, 7.101], [0.689, 0.524, 7.845], [-0.064, -0.252, 6.910], [0.209, 0.259, 5.683], [-0.264, -0.153, 4.473], [1.374, 2.185, 2.589], [2.230, 2.868, 4.836], [0.008, 1.019, 8.542], [1.406, -0.119, 8.360], [-0.944, -0.984, 4.366], [-2.610, 0.546, 0.110], [-3.369, 1.580, 0.528], [-4.399, 1.106, 1.143], [-5.336, 2.068, 1.671], [-6.085, 2.827, 2.088], [-4.671, -0.299, 1.317], [-4.889, -1.415, 1.456]]}



No. 4
{"formula": "C29H91N23O14", "method": "the ωB97M-V functional and the def2-TZVPD basis", "homo_energy_ev": -8.625, "relative_energy_kcal_mol": 209.2, "multiplicity": 1, "symbols": ["C", "C", "C", "O", "C", "N", "H", "H", "H", "H", "H", "H", "H", "H", "H", "H", "H", "C", "C", "C", "O", "C", "N", "H", "H", "H", "H", "H", "H", "H", "H", "H", "H", "H", "C", "C", "C", "O", "C", "N", "H", "H", "H", "H", "H", "H", "H", "H", "H", "H", "H", "C", "C", "C", "O", "C", "N", "H", "H", "H", "H", "H", "H", "H", "H", "H", "H", "H", "C", "C", "C", "O", "C", "N", "H", "H", "H", "H", "H", "H", "H", "H", "H", "H", "H", "C", "O", "N", "N", "H", "H", "H", "H", "C", "O", "N", "N", "H", "H", "H", "H", "C", "O", "N", "N", "H", "H", "H", "H", "C", "O", "N", "N", "H", "H", "H", "H", "C", "O", "N", "N", "H", "H", "H", "H", "C", "O", "N", "N", "H", "H", "H", "H", "C", "O", "N", "N", "H", "H", "H", "H", "C", "O", "N", "N", "H", "H", "H", "H", "C", "O", "N", "N", "H", "H", "H", "H"], "positions_angstrom": [[-0.109, 0.591, 1.720], [-0.137, 1.279, 0.404], [0.934, 0.839, -0.611], [2.225, 1.212, -0.010], [3.196, 1.375, -1.054], [-1.482, 1.041, 0.020], [0.850, 0.555, 2.237], [-0.448, -0.445, 1.736], [-0.610, 1.088, 2.551], [0.009, 2.317, 0.703], [0.696, 1.322, -1.558], [0.851, -0.222, -0.849], [4.118, 1.762, -0.621], [2.936, 2.283, -1.599], [3.450, 0.503, -1.657], [-1.620, 0.203, -0.525], [-2.198, 1.080, 0.732], [-4.462, 3.328, 0.422], [-5.954, 3.488, 0.645], [-6.723, 2.154, 1.061], [-8.136, 2.430, 0.832], [-9.014, 1.406, 1.390], [-6.068, 4.387, 1.672], [-4.291, 2.731, -0.473], [-3.927, 2.884, 1.262], [-4.016, 4.311, 0.271], [-6.243, 4.004, -0.271], [-6.582, 1.944, 2.122], [-6.413, 1.272, 0.501], [-10.008, 1.831, 1.255], [-8.859, 1.326, 2.466], [-9.074, 0.460, 0.852], [-5.555, 3.954, 2.426], [-7.019, 4.327, 2.009], [-8.469, -3.224, -0.101], [-7.313, -2.242, 0.308], [-5.936, -3.046, 0.538], [-4.908, -2.021, 0.602], [-3.651, -2.458, 1.194], [-7.294, -1.310, -0.788], [-8.293, -3.575, -1.118], [-9.323, -2.551, -0.030], [-8.602, -4.136, 0.481], [-7.396, -1.659, 1.226], [-5.631, -3.754, -0.232], [-5.954, -3.447, 1.551], [-2.846, -1.742, 1.028], [-3.254, -3.334, 0.682], [-3.672, -2.753, 2.243], [-6.832, -0.490, -0.421], [-6.529, -1.619, -1.370], [4.857, -3.922, -7.618], [4.191, -2.941, -6.673], [4.749, -1.497, -6.826], [4.387, -0.540, -5.835], [4.636, -0.881, -4.481], [2.785, -3.136, -6.533], [4.944, -3.482, -8.611], [4.228, -4.715, -8.021], [5.815, -4.271, -7.231], [4.498, -3.275, -5.682], [4.588, -1.154, -7.848], [5.829, -1.607, -6.718], [5.709, -0.953, -4.305], [4.099, -1.789, -4.204], [4.229, -0.201, -3.733], [2.424, -3.242, -7.471], [2.309, -2.278, -6.294], [4.192, -0.903, 1.958], [5.041, -1.921, 2.806], [5.568, -3.138, 1.921], [6.317, -4.035, 2.669], [6.852, -4.927, 1.707], [6.118, -1.093, 3.265], [3.397, -1.375, 1.382], [4.808, -0.225, 1.367], [3.721, -0.221, 2.666], [4.596, -2.239, 3.749], [6.216, -2.734, 1.143], [4.752, -3.653, 1.415], [7.333, -4.436, 0.861], [6.163, -5.677, 1.319], [7.708, -5.541, 1.987], [6.760, -1.730, 3.715], [5.760, -0.458, 3.964], [6.376, 4.821, -0.546], [6.997, 4.559, 0.513], [5.569, 3.932, -1.165], [6.283, 6.014, -1.001], [5.057, 4.273, -1.965], [5.756, 3.000, -0.823], [5.807, 6.229, -1.866], [6.762, 6.709, -0.446], [-2.670, -1.147, -2.112], [-2.649, -2.352, -1.832], [-2.150, -0.480, -3.083], [-3.468, -0.396, -1.501], [-2.711, 0.230, -3.531], [-1.483, -0.981, -3.652], [-3.370, 0.603, -1.620], [-3.927, -0.817, -0.707], [-3.510, 3.376, 4.925], [-4.682, 3.456, 4.513], [-2.732, 2.320, 4.892], [-2.822, 4.322, 5.561], [-1.787, 2.472, 5.216], [-2.949, 1.528, 4.305], [-2.030, 4.031, 6.116], [-3.198, 5.240, 5.752], [-2.571, 3.395, -2.489], [-3.440, 2.589, -2.708], [-2.415, 4.482, -3.115], [-1.568, 3.226, -1.684], [-3.010, 4.889, -3.822], [-1.411, 4.597, -3.134], [-0.837, 3.902, -1.510], [-1.675, 2.448, -1.048], [1.254, 5.331, -2.242], [0.326, 4.913, -2.905], [1.176, 6.375, -1.402], [2.463, 4.908, -2.497], [0.244, 6.755, -1.326], [1.938, 6.480, -0.747], [3.231, 5.498, -2.210], [2.480, 4.098, -3.100], [-1.040, -2.379, 4.511], [-0.384, -1.392, 4.200], [-2.357, -2.467, 4.381], [-0.573, -3.502, 4.921], [-2.949, -3.273, 4.527], [-2.740, -1.602, 4.028], [0.424, -3.576, 5.061], [-1.170, -3.900, 5.632], [1.711, 1.505, 5.039], [2.525, 2.394, 5.065], [1.862, 0.240, 4.686], [0.543, 1.523, 5.550], [2.767, -0.132, 4.438], [1.052, -0.357, 4.771], [0.129, 2.291, 6.059], [-0.082, 0.822, 5.180], [5.154, -2.779, -1.462], [5.357, -1.589, -1.324], [6.109, -3.601, -1.873], [4.018, -3.359, -1.308], [5.860, -4.577, -1.809], [7.039, -3.310, -2.139], [3.990, -4.344, -1.526], [3.204, -2.859, -0.979], [0.103, -4.020, -0.113], [1.141, -4.607, -0.070], [-0.537, -3.365, 0.857], [-0.534, -3.902, -1.218], [-0.339, -3.495, 1.838], [-1.296, -2.746, 0.611], [-0.141, -4.346, -2.036], [-1.495, -3.596, -1.165]]}



No. 5
{"formula": "C34H35N6O3PV", "method": "the ωB97M-V functional and the def2-TZVPD basis", "homo_energy_ev": [-5.944, -5.143], "s2": 0.79, "multiplicity": 2, "symbols": ["V", "C", "C", "C", "C", "C", "N", "C", "C", "C", "C", "C", "C", "C", "N", "C", "C", "C", "N", "C", "C", "N", "C", "C", "C", "N", "H", "H", "H", "H", "H", "H", "H", "H", "H", "H", "H", "H", "H", "H", "H", "H", "H", "H", "C", "C", "C", "C", "N", "C", "C", "C", "C", "C", "C", "C", "H", "H", "H", "H", "H", "H", "H", "H", "C", "O", "P", "O", "C", "O", "C", "H", "H", "H", "H", "H", "H", "H", "H", "H"], "positions_angstrom": [[0.190, -0.025, -0.124], [3.563, -2.671, 4.966], [2.419, -2.140, 4.144], [1.404, -2.983, 3.694], [0.387, -2.517, 2.879], [0.341, -1.187, 2.474], [-0.678, -0.663, 1.646], [-1.792, -0.273, 2.327], [-1.959, -0.433, 3.728], [-3.096, -0.035, 4.402], [-4.162, 0.593, 3.761], [-5.372, 1.092, 4.506], [-4.017, 0.780, 2.399], [-2.895, 0.351, 1.700], [-2.925, 0.586, 0.277], [-4.022, 0.649, -0.490], [-3.655, 1.129, -1.731], [-2.277, 1.300, -1.636], [-1.824, 0.963, -0.421], [1.356, -0.358, 2.931], [2.382, -0.813, 3.741], [1.393, 1.015, 2.497], [1.799, 2.080, 3.203], [1.688, 3.196, 2.405], [1.201, 2.702, 1.192], [1.006, 1.390, 1.246], [3.227, -3.428, 5.675], [4.053, -1.876, 5.531], [4.319, -3.133, 4.326], [1.422, -4.030, 3.979], [-0.397, -3.177, 2.526], [-1.165, -0.897, 4.295], [-3.146, -0.203, 5.474], [-5.477, 0.582, 5.465], [-6.292, 0.920, 3.945], [-5.313, 2.163, 4.714], [-4.792, 1.310, 1.858], [-4.982, 0.360, -0.100], [-4.290, 1.307, -2.581], [-1.584, 1.605, -2.402], [3.188, -0.142, 4.016], [2.120, 1.962, 4.225], [1.927, 4.213, 2.661], [0.990, 3.223, 0.273], [-2.220, -3.265, -1.737], [-1.397, -4.370, -1.524], [-0.121, -4.157, -1.068], [0.343, -2.858, -0.833], [-0.467, -1.781, -1.028], [-1.726, -2.014, -1.468], [1.676, -2.525, -0.353], [2.659, -3.511, -0.166], [3.914, -3.164, 0.273], [4.185, -1.811, 0.535], [3.206, -0.855, 0.385], [1.888, -1.163, -0.044], [-3.236, -3.367, -2.094], [-1.758, -5.375, -1.703], [0.538, -4.990, -0.877], [-2.353, -1.146, -1.608], [2.444, -4.552, -0.377], [4.680, -3.917, 0.410], [5.176, -1.518, 0.867], [3.460, 0.176, 0.617], [0.188, -0.549, -3.987], [0.415, 0.795, -3.534], [1.129, 0.992, -2.086], [2.671, 0.638, -2.361], [3.423, 1.282, -3.392], [1.303, 2.627, -2.220], [0.196, 3.484, -2.432], [0.272, -0.538, -5.072], [-0.806, -0.885, -3.700], [0.928, -1.239, -3.577], [4.265, 0.632, -3.614], [3.782, 2.250, -3.046], [2.820, 1.421, -4.290], [0.577, 4.500, -2.507], [-0.515, 3.437, -1.600], [-0.327, 3.232, -3.358]]}